Here is a structure of composition C31H47ClGaO2P2 from the OMol25 dataset. Energies are from ωB97M-V/def2-TZVPD.

Element x y z (Å)
Ga1 -3.09516 1.00160 -2.55353
C1 1.26615 0.79687 3.47503
C2 2.33715 1.30478 2.68394
C3 0.55000 2.73074 2.45805
C4 0.13988 1.63940 3.25228
C5 1.88037 2.48640 2.03562
C6 1.24231 -0.40673 4.33388
H1 2.15849 -1.00615 4.27703
H2 0.38813 -1.03092 4.03990
H3 1.06182 -0.15952 5.39566
C7 -1.22043 1.36326 3.71208
H4 -1.48274 0.33310 3.36306
H5 -1.96024 2.06361 3.29796
H6 -1.24531 1.34796 4.81580
C8 -0.27986 3.92133 2.18087
H7 -0.14341 4.70376 2.95130
H8 -1.35194 3.66403 2.14533
H9 0.01314 4.37345 1.22640
C9 2.66368 3.31444 1.10543
H10 3.26680 4.03779 1.67003
H11 1.98675 3.85347 0.44042
H12 3.32080 2.69122 0.49258
C10 3.67566 0.70602 2.51122
H13 4.42385 1.22742 3.13575
H14 4.02374 0.77919 1.46386
H15 3.69004 -0.35720 2.79839
C11 -0.29822 -1.58571 0.71521
C12 0.79672 -1.90918 1.42417
C13 2.15161 -2.33704 0.97813
C14 2.65620 -1.99789 -0.44592
C15 2.67710 -0.52780 -0.76230
C16 1.55792 0.23684 -0.88939
C17 0.17822 -0.29403 -1.29769
C18 -0.33800 -1.65827 -0.76643
H16 2.21838 -3.45560 1.05709
H17 2.05806 -2.56027 -1.17656
H18 2.87061 -1.92996 1.72185
H19 0.30005 -2.50314 -1.11039
H20 -1.24321 -1.36387 1.22816
H21 0.70227 -1.97020 2.50525
H22 -1.39833 -1.82707 -1.06686
H23 -0.57745 0.44521 -0.96816
H24 1.64624 1.34237 -0.79192
H25 0.14613 -0.36620 -2.40536
H26 3.70695 -2.35275 -0.49353
H27 3.67554 -0.10424 -0.89249
P1 -1.05675 -0.20025 -5.00907
P2 -0.87241 2.43749 -6.34834
C19 -1.03040 -0.27761 -6.92530
C20 -1.44615 1.07407 -7.49886
H28 -1.70756 -1.07694 -7.26616
H29 -0.00944 -0.54496 -7.24748
H30 -1.04645 1.22601 -8.51259
H31 -2.54065 1.15554 -7.54829
C21 -1.50178 3.84397 -7.36275
H32 -1.09128 4.77362 -6.94649
H33 -2.59692 3.86298 -7.27784
H34 -1.21297 3.75945 -8.42165
C22 0.88077 2.48314 -6.93735
H35 0.95440 2.42003 -8.03300
H36 1.44533 1.66247 -6.48477
H37 1.31857 3.43099 -6.61039
C23 -2.49709 -1.32106 -4.73716
H38 -2.48791 -1.61431 -3.67758
H39 -2.41975 -2.20321 -5.38742
H40 -3.41463 -0.75325 -4.94503
C24 0.31039 -1.43446 -4.79140
H41 1.24089 -1.04348 -5.22727
H42 0.06610 -2.38959 -5.27936
H43 0.47332 -1.61462 -3.72109
Cl1 -2.00204 -2.94867 9.91905
C25 -2.10415 -2.75506 8.22741
C26 -2.74403 -3.74185 7.44966
C27 -2.83976 -3.57091 6.07029
C28 -2.25524 -2.46097 5.43393
C29 -1.65828 -1.46919 6.22565
C30 -1.52769 -1.63263 7.61244
C31 -2.22475 -2.43044 3.90918
O1 -2.41515 -3.57432 3.42159
O2 -2.01827 -1.32261 3.32702
H44 -3.16022 -4.62679 7.92200
H45 -3.34219 -4.31865 5.46273
H46 -1.28631 -0.56351 5.74625
H47 -0.97604 -0.90090 8.19823

Results
Net charge: +1
Calculated total energy, eV: -120468.70126
Gap between HOMO and LUMO (alpha / beta), Ha: 0.1610 / 0.1558
ΔE to the lowest compared entry with this formula, charge and spin, kJ/mol: 23.0
Molecular weight, Da: 618.84

The net atomic charges from Löwdin, expressed in e, are: Ga 0.914; C -0.102; C -0.124; C -0.137; C -0.101; C -0.152; C -0.002; H 0.095; H 0.068; H 0.112; C 0.013; H 0.073; H 0.089; H 0.116; C -0.005; H 0.117; H 0.084; H 0.080; C -0.011; H 0.114; H 0.082; H 0.083; C -0.004; H 0.114; H 0.082; H 0.074; C -0.094; C -0.096; C -0.170; C -0.193; C -0.099; C -0.081; C -0.215; C -0.196; H 0.139; H 0.095; H 0.092; H 0.105; H 0.095; H 0.080; H 0.110; H 0.061; H 0.092; H 0.043; H 0.118; H 0.101; P 0.744; P 0.765; C -0.396; C -0.455; H 0.081; H 0.080; H 0.085; H 0.076; C -0.324; H 0.035; H 0.033; H 0.046; C -0.299; H 0.051; H 0.024; H 0.037; C -0.373; H 0.005; H 0.054; H 0.019; C -0.279; H 0.048; H 0.059; H 0.010; Cl 0.678; C -0.704; C -0.093; C -0.017; C -0.128; C -0.040; C -0.108; C -0.623; O -0.025; O -0.108; H 0.103; H 0.116; H 0.069; H 0.097